1.
14
Properties=species:S:1:pos:R:3:forces:R:3:nbo_charge:R:1 method="wB97M-V/def2-TZVPD" homo_energy_ev="1.5850 / 1.5850" total_charge=-2 relative_energy_kj_mol=0.0
H 11.4086 -4.0893 -0.5467 0.059 -0.019 -0.002 -1.0000
P -3.4114 1.2703 0.3695 1.314 0.199 -1.532 2.4703
H 1.5742 -2.8472 -0.2603 0.510 -2.021 0.224 0.2168
H 0.3976 1.0454 -1.5060 -0.374 0.613 -1.535 0.2514
C 0.6577 0.6431 -0.5796 -0.599 2.019 3.294 -0.8593
O -4.2384 0.1508 0.7895 -1.512 -0.644 0.523 -1.1448
H 1.4004 1.3148 -0.0528 -0.361 -0.938 -0.778 0.2374
O -2.2311 1.4869 1.5231 0.561 1.451 -0.780 -1.1498
H -0.9176 -0.2450 1.6734 0.967 -0.198 -0.732 -0.2551
O -2.1833 0.5294 -0.6885 0.202 1.262 2.134 -1.1592
O -3.8077 2.5747 -0.2003 -0.321 -0.176 0.060 -1.1447
C 1.0077 -0.7309 -0.5879 1.051 -1.498 0.311 0.0073
Si -1.0695 0.7670 0.5587 -0.323 -2.970 -0.913 1.7959
C 1.4129 -1.8698 -0.4922 -1.174 2.919 -0.275 -0.2662

---

2.
63
Properties=species:S:1:pos:R:3:forces:R:3:lowdin_charge:R:1 method="wB97M-V/def2-TZVPD" homo_energy_ev=-7.7200
H -1.4363 0.8057 4.7694 -0.006 0.023 -0.012 0.0785
H -1.8710 -5.1886 5.0799 0.075 0.093 -0.037 0.1179
H -1.1857 0.2694 2.3027 0.014 -0.039 -0.063 0.0632
H 0.1839 1.0124 -0.3694 1.482 -0.154 -0.252 -0.0010
H -1.8946 1.3544 -3.3218 0.095 -0.247 -0.164 -0.1148
N 3.5435 1.7484 -0.7910 -0.570 0.792 0.077 0.1002
H -4.9211 -4.8408 -0.1382 0.008 -0.034 -0.020 0.0864
Cs 2.0427 0.5859 -3.0317 -0.869 -0.509 -5.584 1.2945
F -1.5791 5.5497 -5.1646 0.686 -0.086 0.719 -0.4009
H -4.6710 -3.1033 0.0985 0.003 -0.002 -0.062 0.0873
H 1.2476 -1.4923 -0.2819 -0.345 -0.522 0.047 0.1161
S 7.4646 3.7959 -0.5628 -1.081 1.962 -0.951 0.2383
H -2.5827 -4.2371 -0.6498 0.139 0.176 0.057 0.1229
C 1.8778 -0.6463 -0.4269 3.527 4.593 0.258 -0.0430
H 1.8202 2.7142 -0.6904 0.529 -0.418 0.137 0.1902
C 3.3459 -0.6687 -0.5868 -2.550 2.049 0.718 0.0336
N 5.5493 0.6689 -0.9324 -1.014 -0.742 -0.601 0.0583
C 0.9177 5.2010 -4.4125 0.639 1.143 0.680 -0.2724
Al 7.3035 0.8553 1.3185 1.811 2.431 -0.186 0.9746
C -1.7064 -0.3933 2.9952 0.177 0.064 0.326 -0.3213
H -4.7656 -4.1787 1.4947 -0.005 -0.041 -0.097 0.0691
H -3.9206 0.5103 -1.9527 0.148 -0.201 -0.082 0.0490
H -0.2061 5.0931 -4.3175 -1.108 -0.027 -0.875 -0.0107
O -3.5734 -2.3043 3.5435 -2.506 -0.710 -1.383 -0.2116
H 5.7192 1.4184 -1.6439 0.612 -0.060 0.379 0.0814
H -3.3613 2.3116 -3.4955 -0.101 0.018 0.076 0.0772
C -2.5358 -4.9730 4.2429 -0.014 -0.310 0.310 -0.2763
C 4.1475 0.6013 -0.7776 -0.449 -2.310 1.211 -0.3868
N 1.4717 6.6754 -6.4469 0.575 1.227 -1.765 0.1763
C -2.5982 1.9694 -2.8006 -0.493 0.414 0.271 -0.7367
C -1.1747 -0.1853 4.3977 0.139 -0.127 0.062 -0.0704
H -3.7121 1.9502 -0.9380 0.093 0.035 0.102 0.0536
H -3.2892 -6.9939 4.2286 -0.007 0.002 0.044 0.0794
Cl -1.7656 -0.7698 -3.3226 1.023 -1.097 -1.010 -0.3421
H 1.3524 4.2076 -4.5560 -0.468 -0.247 0.341 0.1032
H -2.6189 -5.2912 0.7500 0.004 0.091 0.151 0.1058
C -3.2195 1.2667 -1.6216 0.253 0.160 -0.014 -0.6217
O -2.1673 -3.2953 1.1061 -2.576 -0.118 -0.179 -0.1913
H 1.3497 5.6303 -3.4838 0.774 -0.594 -0.603 -0.0331
O -1.4548 -1.7266 2.5466 0.114 0.115 -0.258 -0.2286
O 6.8011 2.8367 -1.4682 -0.384 -0.702 -0.786 -0.4321
H -0.0877 -0.2850 4.4101 0.013 0.038 -0.012 0.0726
H -2.0077 -6.6900 3.0431 0.051 -0.025 0.055 0.0800
H -3.6401 -6.0891 2.7558 -0.027 -0.020 0.025 0.0617
H -1.5696 -0.9330 5.0834 -0.170 0.018 -0.016 0.0772
N 2.2394 1.7678 -0.6526 -3.414 -0.126 1.983 -0.1425
H 5.9704 1.1839 -0.1410 -0.978 0.083 -0.820 -0.1224
H 3.8730 -1.5929 -0.5583 0.359 -0.571 -0.034 0.1104
C -4.4025 -4.0953 0.4619 -0.016 0.143 0.301 -0.0779
Br -1.8902 0.2816 -0.5314 -0.823 0.526 0.737 0.6686
H -2.7635 -0.1490 2.9316 -0.094 -0.109 0.034 0.1058
O 8.0738 2.9255 0.5239 -0.099 -2.591 1.829 -0.5517
O -1.8307 -4.0735 3.3826 -0.827 -0.017 -0.641 -0.1848
O 6.4427 4.6837 0.0260 0.352 -0.682 0.238 -0.3637
H -3.4350 -4.5093 4.6500 0.049 0.181 -0.058 0.1078
C 1.3116 0.7696 -0.4609 2.180 -1.898 1.566 -0.1960
Br 0.1112 7.3262 -3.0491 -0.682 -0.127 0.011 0.5609
O 8.4761 4.5764 -1.2608 0.080 -0.718 0.580 -0.3170
Br -1.6319 3.5616 -2.2690 0.455 0.340 0.366 0.6487
C -2.9057 -4.2992 0.3886 -0.033 -0.465 -0.424 -0.2598
C 1.2283 6.0308 -5.5505 -0.392 -1.249 1.420 -0.3597
C -2.8861 -6.2642 3.5272 -0.027 0.149 -0.196 -0.0761
P -2.6036 -2.8702 2.6001 5.669 1.026 2.077 0.4958

---

3.
24
Properties=species:S:1:pos:R:3:forces:R:3:nbo_charge:R:1 method="wB97M-V/def2-TZVPD" homo_energy_ev=-10.8913 smiles="CCOC(=O)C(F)(F)F.ClCCl.ClCCl" relative_energy_kj_mol=0.0
H 5.1442 9.7406 7.2689 -0.337 0.047 -0.561 0.2136
Cl 6.5215 9.6916 10.0222 0.032 0.246 -0.316 0.0071
O 4.1225 7.4529 7.3770 0.202 -0.581 0.403 -0.5490
H 6.5405 9.8544 6.1554 0.824 1.075 0.462 0.1928
H 5.4627 8.8904 4.2188 0.092 0.374 0.336 0.2243
H 4.8062 4.0361 9.5682 -0.179 0.235 0.448 0.2361
C 4.5909 4.5231 10.5229 0.767 -0.759 0.990 -0.4106
C 4.9054 9.4475 4.9833 -0.662 -1.387 1.326 -0.6362
F 4.9389 4.8849 7.6240 0.809 -0.150 -1.103 -0.3043
H 4.9876 8.9705 11.6276 0.255 0.491 -0.225 0.2252
H 5.4577 4.4897 11.2145 -0.481 0.040 -0.713 0.2263
C 4.9169 9.4473 10.6403 -1.399 -0.778 1.394 -0.4118
C 5.2556 7.1656 7.1197 0.398 1.204 -1.768 0.6974
C 5.8942 5.7425 7.2447 0.592 1.362 0.387 0.9054
O 6.1363 8.0258 6.5543 -1.107 -0.861 0.978 -0.4979
F 6.8200 5.8059 8.2197 -0.169 -0.323 0.142 -0.3158
H 3.9453 8.9574 5.1107 -0.351 0.131 -0.375 0.2204
F 6.5827 5.3969 6.1271 -1.365 -0.300 0.771 -0.3018
Cl 3.2967 3.6506 11.3654 -0.091 -0.260 -0.107 -0.0328
Cl 3.8721 10.9085 10.8865 0.746 -0.506 -0.377 -0.0461
C 5.6009 9.3985 6.3377 1.386 -1.418 -0.837 -0.0716
H 4.7796 10.4674 4.7282 -0.239 0.970 -0.534 0.2211
Cl 4.1346 6.1842 10.3014 -0.070 0.506 -0.168 -0.0195
H 4.3334 8.7139 10.0764 0.349 0.647 -0.553 0.2278

---

4.
23
Properties=species:S:1:pos:R:3:forces:R:3:nbo_charge:R:1 method="wB97M-V/def2-TZVPD" homo_energy_ev="-7.9471 / -7.6533" relative_energy_kj_mol=638.5
H -0.8511 1.7605 -2.9843 0.469 -0.728 0.553 0.2217
O -2.2408 0.3065 -0.4977 0.547 -0.271 -0.418 -0.7131
H 0.0008 0.0866 -2.7005 -0.491 1.428 -0.093 0.2230
H 2.1956 1.8583 0.7756 -0.824 -1.363 1.689 0.2151
H 0.7062 -2.0418 -0.2594 -0.056 -0.021 1.464 0.2430
H 2.6002 0.1235 0.9641 -0.465 0.532 0.623 0.2027
C 0.4291 0.3069 1.2469 -0.150 5.417 -1.129 -0.1537
N -0.3136 -1.7328 1.9931 -2.989 -0.649 0.284 -0.6110
C 0.1596 0.1840 -0.2940 0.069 -3.418 2.653 0.1322
N 0.3601 -0.6070 2.2888 0.281 -2.468 0.191 -0.2254
H -0.9832 1.9255 -0.6122 0.032 0.291 0.155 0.1733
H -0.2456 -2.4550 2.7502 -0.304 1.303 -0.849 0.3738
H -2.4748 0.9289 0.1666 -1.043 0.356 1.124 0.4662
H -1.3775 -1.5782 1.6654 2.908 -0.528 0.586 0.3553
C -0.8403 0.7849 -2.4445 -1.244 -1.267 -1.153 -0.6434
C 0.5408 -1.1869 -0.8756 0.541 0.355 -1.561 -0.7281
C -0.9812 0.8793 -0.9015 0.373 0.181 -1.967 -0.0151
H -0.1371 -1.6452 -1.6396 0.300 0.954 0.369 0.2235
H 2.0463 0.8916 2.5393 0.477 0.752 -1.474 0.2351
C 1.9395 0.9141 1.4117 -0.591 -0.517 -0.689 -0.6034
H -0.3413 1.1648 1.6565 1.592 -1.241 -1.096 0.1781
H 1.5397 -1.0809 -1.3512 -0.427 0.016 -0.194 0.2238
H -1.7314 0.2123 -2.8978 0.993 0.889 0.935 0.2266

---

5.
29
Properties=species:S:1:pos:R:3:forces:R:3:nbo_charge:R:1 method="wB97M-V/def2-TZVPD" homo_energy_ev=-10.4398 relative_energy_kj_mol=12.5
H 0.5784 -2.0757 -2.0981 0.780 -0.064 -0.280 0.2288
Br -0.2775 -0.6000 -0.0003 0.412 0.287 1.039 0.0083
O 0.3618 2.4598 1.2082 -0.163 -0.440 0.258 -0.4095
C -1.1052 2.8912 -0.5196 -0.509 -0.542 0.026 -0.4928
C 2.9285 2.5126 2.8985 0.716 -0.180 -0.506 -0.4703
N 0.1493 3.1205 0.2149 0.284 0.637 0.099 0.5433
Br -1.3804 -0.6831 3.0262 0.691 0.336 -0.400 0.0926
H -1.9089 3.2035 0.1447 0.019 0.277 -0.118 0.2435
O 1.8870 -4.3995 -3.8644 0.161 0.242 0.199 -0.3675
Br -3.9949 -2.5837 -2.1280 0.345 0.573 0.483 0.0615
C 0.2443 -0.6530 1.9352 -0.942 -1.296 -0.480 -0.4425
H -1.2393 1.8193 -0.6537 0.216 0.126 -0.070 0.2405
C -3.8971 -1.1272 -0.7936 -0.959 -0.262 -0.945 -0.4641
Br 1.2016 -2.3199 2.1822 0.039 0.388 0.086 0.0963
H 2.4727 3.2673 2.2752 -0.309 -0.060 0.141 0.2318
N 1.9524 -3.5144 -3.0361 -0.031 0.577 0.497 0.5328
Br 1.7079 1.8678 4.2247 0.060 0.035 -0.126 0.1090
H -2.8633 -0.8905 -0.5919 -0.021 -0.210 0.196 0.2237
H -1.0704 3.4259 -1.4582 -0.044 0.133 0.043 0.2377
H -0.1358 -3.3953 -3.0263 0.103 -0.145 0.058 0.2293
Br 4.4736 3.3734 3.7144 -0.315 -0.392 -0.240 0.0893
H 0.8994 0.1656 2.1982 -0.215 0.211 -0.218 0.2412
Br -4.8360 -1.7090 0.7852 0.326 0.381 -0.175 0.1125
Br 3.4341 1.0901 1.6026 -0.067 0.600 0.737 0.0581
H 0.5828 -3.6948 -1.4306 0.229 -0.144 -0.068 0.2391
O 2.9594 -2.9266 -2.6802 -0.267 -0.349 -0.294 -0.3731
O 0.8740 4.0142 -0.1651 0.085 -0.003 -0.215 -0.3655
Br -4.6759 0.4893 -1.6099 0.300 -0.486 0.493 0.0590
C 0.6773 -3.1276 -2.3542 -0.923 -0.231 -0.221 -0.4932

---

6.
21
Properties=species:S:1:pos:R:3:forces:R:3:nbo_charge:R:1 method="wB97M-V/def2-TZVPD" homo_energy_ev=-0.6800 total_charge=-2 relative_energy_kj_mol=0.0
P 0.3788 -1.2912 1.6039 -0.273 1.204 2.836 2.3406
Si -0.6708 0.6035 -0.1882 -1.164 1.280 0.543 1.7638
H -2.0046 0.3613 -0.7178 -1.201 -0.360 -0.459 -0.3326
H 0.9373 -2.0677 -1.9960 -0.213 -0.084 1.602 0.1974
H 2.5125 -1.2990 0.1333 -1.038 0.709 -0.002 0.1785
H -1.2588 2.7652 0.8679 -0.573 2.872 -1.195 0.1735
H 1.4282 -3.2811 -0.7204 0.159 0.204 -0.216 0.1772
H 0.4754 2.4711 -1.7076 1.317 0.343 0.673 0.1725
H -1.1220 2.6883 -1.4637 -1.512 0.902 -0.266 0.1642
C -0.4370 1.9079 -1.6817 0.603 0.526 0.175 -1.0965
C -0.9309 1.8738 1.2408 1.183 -2.102 0.399 -1.1021
C 1.3912 -1.3102 0.0715 -0.303 3.017 -1.890 -0.2894
H -0.4286 1.6264 -2.7237 -0.890 -0.693 -0.572 0.1753
O 0.2871 -2.6824 2.1985 0.247 0.223 -0.695 -1.2123
H -1.7893 1.4743 1.7259 -0.788 -0.606 0.774 0.2091
O 0.7596 0.0840 -0.7519 4.005 -3.801 1.827 -0.9707
C 0.8947 -2.3244 -0.8847 -0.379 -2.013 -0.323 -0.6585
O -0.9675 -0.8636 0.8702 0.696 0.027 0.000 -1.1773
H -0.0980 -2.5699 -0.4567 -0.026 0.124 -1.319 0.2516
O 0.8015 -0.1572 2.5697 0.160 -1.625 -1.459 -1.2092
H -0.1587 1.9908 2.0105 -0.012 -0.148 -0.434 0.2451